ORCA calculation (ωB97M-V with the def2-TZVPD basis set) on the molecule C4H2N2.

The calculation puts the calculated total energy at -7154.929 eV. Its multiplicity is 1. Its HOMO-LUMO gap is 0.2798 hartree. As for the SMILES: c1ncc2nc1-2. Its energy above the lowest of the compared OMol25 structures with the same formula, charge and spin is 384.1 kJ/mol.

Cartesian coordinates (Å):
C1 -0.251 1.093 0.004
C2 -0.252 -1.098 0.001
C3 -1.614 0.949 -0.002
C4 -1.614 -0.949 -0.002
N1 0.513 -0.003 0.020
N2 -2.521 0.000 0.006
H1 0.224 2.059 -0.009
H2 0.234 -2.058 0.007